(1)
# C12H33BrMnN3O3

A molecular structure, C12H33BrMnN3O3 (wB97M-V/def2-TZVPD, the Open Molecules 2025 dataset).

XYZ file:
```
53
Properties=species:S:1:pos:R:3
H -5.9957 7.7854 -18.5080
Br -7.2008 1.0950 -18.9887
H -2.9351 6.2400 -17.0082
H -13.3819 3.2871 -14.3582
O -3.8800 4.3427 -16.2803
C -3.7853 5.7383 -16.5461
C -11.8754 2.2521 -15.4029
O -12.8377 4.2870 -15.9216
H -4.2268 7.7094 -18.6942
C -13.1424 3.0269 -15.3892
H -14.7050 5.0335 -15.5307
H -14.0264 2.5028 -15.7524
H -10.9959 3.0092 -13.8362
H -3.8389 1.6140 -9.6518
H -5.7134 3.7497 -11.8940
N -5.6791 2.7832 -12.1851
H -3.7463 6.2148 -15.5666
H -2.9123 1.0076 -12.4951
H -11.0930 0.1732 -14.9948
O -4.8492 0.4331 -13.1983
Mn -6.7044 2.7418 -15.4708
C -3.9385 0.7967 -12.1939
C -13.9890 4.9718 -16.3502
C -2.7791 3.6958 -16.9658
H -4.9531 8.2982 -17.3508
C -5.0646 7.4628 -18.0420
H -12.0754 0.8315 -13.7341
H -3.6336 2.9340 -11.8327
C -4.5111 2.3693 -10.0592
H -11.8826 2.2038 -16.4918
H -14.4308 4.2904 -17.0773
H -4.1424 3.3771 -9.8683
H -1.8974 4.3359 -16.9976
H -12.7420 0.3096 -15.2298
H -6.1440 6.6802 -16.1250
H -6.9973 6.3380 -17.3381
H -4.0290 0.1031 -11.3580
C -4.4440 2.2459 -11.5920
H -2.7363 2.7165 -16.4891
C -4.5719 -0.9528 -13.5504
H -5.0269 -1.5548 -12.7638
H -4.8815 5.4373 -18.2139
C -4.9769 6.1224 -17.3715
H -5.5582 2.4401 -9.7646
N -6.3078 5.8995 -16.7445
H -3.5720 -1.3224 -13.7775
H -11.0412 3.8745 -15.0759
H -6.2994 2.4216 -11.4748
H -2.9765 3.6395 -18.0363
H -13.9520 6.0439 -16.5434
H -5.2204 -1.2296 -14.3817
C -11.9082 0.8728 -14.8104
N -10.7801 2.9330 -14.8199
```

Summary:
**Kohn-Sham gap (spin up / spin down)**: 0.182 / 0.181 hartree
**Spin multiplicity**: 6
**Lowest unoccupied orbital energy (spin up / spin down)**: -0.2377 / -0.2266 Ha
**Net charge**: +1
**ΔE to the lowest compared entry with this formula, charge and spin**: 951.9 kJ/mol
**Max |F|**: 0.078 Eh/bohr
**⟨S²⟩**: 8.78



(2)
# C4H8N2OS

A single C4H8N2OS molecule (wB97M-V/def2-TZVPD, the Open Molecules 2025 dataset).

XYZ file:
```
16
Properties=species:S:1:pos:R:3
C -0.5458 -1.4627 -0.3620
H 1.3015 -1.9998 0.6993
C -0.1429 1.8452 0.1458
C -1.4083 1.0074 0.2393
O 3.0002 0.1193 0.7629
S 1.6773 0.0030 -0.1900
N 0.7004 -1.2735 0.3722
H -2.3034 1.5506 0.4438
H -0.7985 -2.4541 -0.0982
H -2.4478 -0.7373 0.2909
H 0.2339 1.7947 1.1672
H -0.4813 2.9210 -0.0872
N 0.8888 1.1861 -0.7054
H -0.2284 -1.5416 -1.4276
H 2.0162 -0.6344 -1.3619
C -1.4618 -0.3239 0.1110
```

Summary:
**Kohn-Sham gap**: 0.368 hartree
**Spin multiplicity**: 1
**Lowest unoccupied orbital energy**: 0.0158 Ha
**ΔE to the lowest compared entry with this formula, charge and spin**: 468.2 kJ/mol
**SMILES**: O=[S@@H]1=NCC=CCN1
**Max |F|**: 0.133 Eh/bohr



(3)
# C4H7N3S

A single C4H7N3S molecule (wB97M-V/def2-TZVPD, the Open Molecules 2025 dataset).

XYZ file:
```
15
Properties=species:S:1:pos:R:3
N 1.9416 -1.6274 -0.3556
C 0.4828 -0.2420 0.8157
H -1.6766 -0.4743 -2.1533
N 1.1874 -0.4258 -0.2144
H 0.8494 -0.7391 1.8506
H -0.6521 1.3026 1.9216
H -0.6578 2.8026 -0.2010
C -0.4039 1.7483 -0.3986
C -1.8383 -0.3845 -0.9077
S -2.3249 -1.6423 0.2358
N -1.6302 0.9293 -0.0537
H 0.2657 1.4379 -1.1240
C -0.3870 0.8316 0.8771
H 2.1291 -1.9238 0.7322
H 2.7147 -1.5931 -1.0246
```

Summary:
**Kohn-Sham gap**: 0.292 hartree
**Spin multiplicity**: 1
**Lowest unoccupied orbital energy**: -0.0217 Ha
**ΔE to the lowest compared entry with this formula, charge and spin**: 655.5 kJ/mol
**SMILES**: N/N=C/[C@H]1CN1C=S
**Max |F|**: 0.128 Eh/bohr



(4)
# C3H7F3N

3 unconnected molecules or ions with the total composition C3H7F3N (wB97M-V/def2-TZVPD, the Open Molecules 2025 dataset).

XYZ file:
```
14
Properties=species:S:1:pos:R:3
H -0.3704 2.0639 0.4070
H 0.8661 1.1922 -0.1631
F -4.1888 -0.2247 0.0968
N -2.8969 0.0887 -0.0058
H 1.0839 2.8402 -0.2714
C -1.1250 -1.2627 1.1862
H -0.7072 -0.9271 2.0508
F -2.8439 1.1846 -0.8086
H -0.0020 1.9167 -1.2528
C -1.9958 -0.6300 0.4770
H 0.5355 -4.1037 -1.2878
F -0.1408 -3.5594 -0.7559
H -0.6042 -2.3339 0.8820
C 0.3608 2.0290 -0.2674
```

Summary:
**Kohn-Sham gap**: 0.383 hartree
**Spin multiplicity**: 1
**Lowest unoccupied orbital energy**: -0.2298 Ha
**Net charge**: +1
**ΔE to the lowest compared entry with this formula, charge and spin**: 142.6 kJ/mol
**Max |F|**: 0.104 Eh/bohr



(5)
# C5H8N2

A single C5H8N2 molecule (wB97M-V/def2-TZVPD, the Open Molecules 2025 dataset).

XYZ file:
```
15
Properties=species:S:1:pos:R:3
H -1.3466 0.4241 2.1015
H 0.0500 0.7290 2.8869
N 0.4685 -2.4074 1.1831
C 0.0422 0.6316 -0.4749
H 0.1287 1.7204 -0.5510
H -1.6403 -0.6322 -1.3456
C 0.3946 -1.2599 1.0618
H 0.7031 -1.4010 -1.2851
C -0.8583 0.0885 -1.5424
H 1.3040 -0.0163 -2.2537
C 0.3389 0.2160 0.9533
C 0.5685 -0.3438 -1.5359
H 1.3748 0.5555 1.0895
H -1.0937 0.8381 -2.2899
N -0.4345 0.8572 2.0022
```

Summary:
**Kohn-Sham gap**: 0.409 hartree
**Spin multiplicity**: 1
**Lowest unoccupied orbital energy**: 0.0314 Ha
**ΔE to the lowest compared entry with this formula, charge and spin**: 163.7 kJ/mol
**SMILES**: N#C[C@H](N)C1CC1
**Max |F|**: 0.022 Eh/bohr



(6)
# C26H33CrO5

A molecular structure, C26H33CrO5 (wB97M-V/def2-TZVPD, the Open Molecules 2025 dataset).

XYZ file:
```
65
Properties=species:S:1:pos:R:3
C 1.0738 -2.1036 -5.9362
H -0.6646 -2.5174 -2.0381
C -4.1130 3.1497 -4.1018
C 1.6138 -4.3187 3.0571
H 0.9482 -6.1775 3.9306
O -2.8708 1.1929 -4.9322
C 1.0529 -5.1043 4.0673
H -0.8361 0.7716 -4.4804
C -2.9423 2.6492 -4.9118
H 0.3369 -2.6229 6.3134
C 1.1585 -2.3366 4.3293
C 2.3467 -2.0404 2.1253
C 3.0122 0.3666 -0.2027
H 0.2332 -2.6296 -6.3994
H 0.5233 -0.7126 5.0964
H 1.0011 -0.1170 -5.0250
H 1.4479 1.8297 0.4395
C -0.7384 -0.4294 -1.0982
H 4.4343 -0.5614 -1.6966
H 1.6245 -4.1298 -5.3832
H -3.8457 2.6359 -6.7866
H -4.0494 2.6960 -3.1118
H -0.7860 3.1210 -4.8531
H 1.7589 -3.5333 -3.1542
H -0.9313 0.1907 -1.9725
C 1.9665 1.3204 -0.3704
H 2.0156 -4.7579 2.1434
C -0.6282 -1.2095 1.0772
C 1.7175 -2.9363 3.2004
H -0.8389 0.9650 0.7039
C -2.9996 3.1721 -6.3251
C -0.5728 -1.8894 -1.1461
H -1.6525 3.3966 -3.2503
H -1.9840 0.9337 -3.0621
C 2.0079 -3.1131 -5.2739
H 3.0041 -3.0878 -5.7194
O 1.0229 -0.9858 4.3065
H 3.1061 -2.4082 -3.5404
C 3.5436 0.0355 -1.5003
H -5.0282 2.8768 -4.6210
C 2.7851 0.7861 -2.4878
H -3.1825 4.2598 -6.3193
H 2.9761 0.8129 -3.5653
C -1.7175 1.2976 -4.0712
H -0.3805 -3.3753 0.5319
O 2.1445 -2.4126 0.9313
C 0.6809 -3.1273 5.4089
H -0.4678 -1.0987 -4.7361
H -2.0509 2.9392 -6.8368
H 1.5976 -1.5746 -6.7349
O 3.0014 -1.0576 2.5281
H 3.4190 0.0229 0.7483
C -0.7230 -0.0388 0.3006
H -0.7883 -1.2727 2.1511
Cr 1.4563 -0.7038 -1.6112
C 0.5795 -4.5051 5.2420
C -1.6016 2.8254 -4.1799
H -4.0753 4.2410 -3.9942
O 1.2026 -1.5761 -3.5547
H 0.1503 -5.1111 6.0395
C 2.0887 -2.7209 -3.8140
H 1.1663 2.3340 -2.2351
C 0.6212 -1.1345 -4.8340
C -0.4554 -2.3363 0.2075
C 1.8039 1.5757 -1.7672
```

Summary:
**Kohn-Sham gap (spin up / spin down)**: 0.184 / 0.209 hartree
**Spin multiplicity**: 5
**Lowest unoccupied orbital energy (spin up / spin down)**: 0.0782 / 0.0782 Ha
**Net charge**: -1
**Max |F|**: 0.041 Eh/bohr
**⟨S²⟩**: 6.04



(7)
# C37H52BBeBr3ClF4KN9O12P

A molecular structure, C37H52BBeBr3ClF4KN9O12P (wB97M-V/def2-TZVPD, the Open Molecules 2025 dataset).

XYZ file:
```
122
Properties=species:S:1:pos:R:3
C 3.1734 -0.3974 -2.6525
Br 1.5436 5.3127 1.5168
H -3.9106 -1.7317 0.8991
H 1.5780 3.6421 5.3710
C -0.7078 -3.5411 1.7529
C 3.7323 -0.1875 -0.3617
C -1.5122 0.4148 1.4409
C 4.5563 -5.6216 -6.9057
H 2.0154 2.2147 4.4466
Br -3.4270 3.9364 1.7782
C 10.5726 -2.0334 -4.2596
N -0.8651 -0.6661 6.1016
H -0.2591 -3.2402 -1.5829
K -12.4094 4.2923 4.3558
O -2.3245 -2.0433 -1.0983
B 2.1111 -3.6132 -8.8842
H 2.0552 -5.4219 1.3368
H 2.3540 -2.2263 -1.7921
F 2.7298 -3.3299 -7.6371
N 0.2265 1.6489 1.9242
H -11.3648 6.4208 1.6211
C -6.0986 1.7665 0.8788
O 4.3755 -6.5382 -7.6763
C 5.6577 -3.5736 -6.2537
H 2.5029 -0.1653 2.0490
C -0.9438 -3.1340 0.4416
F 1.5868 -4.9181 -8.8333
C 10.7336 -2.3759 -6.4739
H -6.9100 1.0841 0.6102
H 2.7646 0.5815 -2.9106
O 2.4759 -0.6819 -0.4249
H 2.1710 2.3393 2.3142
N 0.1655 1.4841 6.5093
H 8.3500 -2.2200 -4.2757
H -8.8459 4.4720 3.4265
H -7.8306 5.9219 3.5061
C -10.3773 6.0085 1.8429
C 0.4779 0.3881 2.2471
H -9.6610 6.3996 1.1213
N 1.4861 -0.3983 6.2267
O 4.2034 0.1797 0.6812
H 2.0426 0.2973 3.7329
H -0.4542 1.5010 4.4968
H -9.7413 7.4116 3.3290
H -1.3447 -3.2232 2.5642
O 2.9078 -6.5816 -5.4683
H 10.8186 -1.8490 -3.2271
H -6.0366 2.2051 -1.0973
C -9.9486 6.3439 3.2403
O 6.5021 -2.5429 -6.4190
H -0.6768 1.5609 7.0717
H -4.9755 -0.6547 2.6409
C 3.9374 -4.6165 -4.7225
H 11.0274 -2.5186 -7.4995
O -1.8179 3.1383 -0.6897
H 6.0434 -4.5600 -8.0900
N -0.5695 -0.3710 1.9522
H 1.2209 4.7746 3.3240
H -4.2555 0.0785 -0.2793
C 2.2003 -1.1469 -1.7626
C -4.9673 0.9280 1.4869
C -2.8807 -1.4768 1.1177
Cl -7.6710 4.6014 -0.2054
Be 2.7828 1.5955 6.4522
N -5.7116 2.6016 -0.2313
O 5.0975 -2.6431 -4.1839
H 1.3254 3.3801 1.2044
N -2.6923 -0.0225 1.0329
C -10.3522 5.7035 5.3787
C 4.3801 -0.2269 -1.7286
N 9.4183 -2.4195 -6.1095
H 8.6443 -2.5776 -6.7337
H -2.6485 -1.8263 2.1172
C -0.0826 -3.5631 -0.5696
Br -0.3366 5.6000 4.9403
C 11.4785 -2.1345 -5.3490
H 12.5510 -2.0421 -5.3108
H 1.4169 -1.3912 6.0238
C 0.9854 -4.3846 -0.2390
H 1.6614 -4.7025 -1.0210
C 3.7678 -5.5914 -5.6277
H 4.9274 0.6908 -1.9236
O -9.0435 5.5485 5.1872
H -1.0700 2.6981 -1.1178
H -4.5514 1.4147 2.3753
P -1.4912 3.3876 0.8712
C 4.8904 -3.5604 -4.9718
C 1.1919 2.9030 4.6804
C 0.7881 3.6154 3.3492
H -0.7415 -1.5979 6.4799
C 0.3213 0.1039 6.2842
H 0.5178 -4.6538 3.1025
O -10.9880 6.0177 4.2031
C 1.7222 -0.1646 2.8083
H -0.7916 2.9897 5.3523
C -2.0606 -2.2275 0.0563
H 3.3954 -0.9234 -3.5771
H 2.9828 -7.1300 -6.2750
N -1.0478 1.7289 1.3948
C -0.0443 2.2134 5.2192
H 3.3770 -4.5810 -3.7991
H 1.1614 -0.9343 -2.0069
C -8.8043 5.5126 3.7539
H -3.6057 1.6512 -0.0111
C 1.1838 2.7433 2.1041
C -3.8317 0.7193 0.4949
C 5.5015 -4.5398 -7.1555
H -1.0598 -0.7974 5.1124
C 0.3675 -4.3581 2.0745
F 1.0833 -2.6878 -9.1095
O -10.9203 5.5741 6.4209
F 3.0780 -3.5219 -9.8982
H -10.4390 4.9265 1.6995
H -0.2916 3.7294 3.3329
O -5.5458 -0.2999 1.9555
H -6.0751 3.5981 -0.1134
H 1.5112 -1.2073 3.0349
H -6.5129 2.3958 1.6705
H 6.4068 -1.9980 -5.6163
H 5.0537 -1.0844 -1.7754
C 1.2232 -4.7902 1.0658
C 9.3107 -2.2168 -4.7625
```

Summary:
**Kohn-Sham gap**: 0.091 hartree
**Spin multiplicity**: 1
**Lowest unoccupied orbital energy**: -0.1844 Ha
**Max |F|**: 0.069 Eh/bohr



(8)
# C38H35BrClIN7O8P2STeTi

A molecular structure, C38H35BrClIN7O8P2STeTi (wB97M-V/def2-TZVPD, the Open Molecules 2025 dataset).

XYZ file:
```
96
Properties=species:S:1:pos:R:3
C -2.9517 -4.0275 0.9391
C -3.5075 -3.2946 -0.2555
H -4.1090 -4.9285 -1.4455
C 1.3541 0.6299 0.0543
H 4.6417 -0.1668 -4.8966
C -2.5287 2.1285 -5.3918
H 3.7704 1.9451 -3.8532
O -2.9742 -2.2329 -2.6495
H 0.1789 -2.0594 3.9098
C 1.4759 3.0767 -1.1076
C -2.1094 1.9337 1.4335
H 1.4860 4.0607 -1.5480
C -1.4179 2.3130 4.1682
C 0.2837 2.4407 -0.8143
H 4.0736 -3.3814 -0.8258
H 0.4310 -4.8542 0.5298
C -1.4985 1.4788 -4.6704
C 2.6699 2.4055 -0.8462
C 6.2499 -0.3206 -2.0983
H -0.6643 2.9242 -1.0261
H -5.1924 -4.4602 -0.2225
Ti -2.1143 0.0225 -0.4672
H -2.6290 -2.5875 -3.4726
H -5.0386 -3.4999 -1.5767
C 1.3174 -4.2407 0.6162
H 1.7411 0.5044 -4.6230
N -1.2208 2.5589 5.5023
C 4.9114 1.6361 -2.0599
C -3.1335 1.0080 -2.8726
H -2.3761 4.1965 3.9345
C 2.5984 1.1652 -0.2179
N -0.2378 2.3445 6.2011
Te 1.3725 -2.9141 -1.1004
C -2.1052 3.2798 3.4338
C 4.9533 0.1404 -3.9054
P -4.5126 -1.7988 0.2617
C 1.0386 2.0470 5.7567
H -0.2713 -0.0221 5.2186
H -2.9022 3.9096 1.5373
H 6.2246 1.0692 -0.4501
S 4.2194 3.1183 -1.2969
N -1.2149 -0.2266 1.4877
O -1.4135 -1.6645 -0.7423
H -2.3242 -3.3425 1.5087
H 3.4951 0.6301 0.0531
C 5.8362 0.8261 -1.4256
C 3.6771 1.5486 5.0970
H 1.0191 -0.3241 -2.4069
H 3.7710 0.4029 6.9061
H -4.8417 -0.6508 -1.5293
H -3.7571 -4.3523 1.5990
H 0.9817 3.2218 3.9533
C 3.4798 -2.4819 -0.7730
C -0.2784 -1.1985 3.4457
O -5.4747 -2.2933 1.2432
H 1.2748 -0.3299 0.5505
H -0.4143 -2.0965 1.4684
Br 5.4860 1.1942 4.6260
O -1.3463 -4.0016 -1.7973
C -1.8116 0.9432 -3.3924
H 3.8172 -1.8102 -1.5502
O -3.3913 0.4107 -1.7367
P -2.1334 -2.8320 -1.3950
N 5.8111 -0.6565 -3.2956
I -6.0131 1.7896 -2.7780
C -0.5243 -0.0553 4.1703
C 2.9041 2.3444 4.2637
C -0.1761 1.3045 -5.1171
C -0.6239 -1.2332 2.0897
C 4.4647 1.3055 -3.3304
H -2.3499 -4.8848 0.6341
H -4.5633 2.7467 -5.4234
H 3.3377 2.7609 3.3685
C 1.5865 2.5884 4.5868
O -2.3825 1.6686 0.1786
Cl -2.1856 2.8177 -6.9339
C -1.1075 1.0621 3.5437
H 1.2923 -3.6845 1.5490
C -4.0914 1.6753 -3.6206
H 2.1981 -4.8716 0.6048
C 1.8466 1.2833 6.6098
N -4.5241 -4.1347 -0.9400
C 3.1549 1.0166 6.2688
H 0.1018 1.6714 -6.0945
H 6.9583 -1.0024 -1.6466
C -3.7943 2.2365 -4.8643
C 0.3110 0.1827 -3.0523
C 0.7201 0.6526 -4.3086
O -5.1999 -1.4824 -1.1619
N 0.2067 1.2246 -0.2714
N -0.9128 0.3233 -2.5959
O -3.5571 -0.6640 0.6003
C -2.4119 3.1219 2.0892
H 1.4138 0.8817 7.5133
C -1.4654 0.9021 2.1802
H 3.6385 -2.0125 0.1896
```

Summary:
**Kohn-Sham gap**: 0.241 hartree
**Spin multiplicity**: 1
**Lowest unoccupied orbital energy**: -0.1225 Ha
**Net charge**: +1
**ΔE to the lowest compared entry with this formula, charge and spin**: 197.8 kJ/mol
**Max |F|**: 0.046 Eh/bohr



(9)
# C5H7OP

2 unconnected molecules or ions with the total composition C5H7OP (wB97M-V/def2-TZVPD, the Open Molecules 2025 dataset).

XYZ file:
```
14
Properties=species:S:1:pos:R:3
C -0.8646 -0.5844 1.6426
C 0.4346 -0.2558 0.8364
C 1.1846 0.6970 -1.3466
H -1.0432 -1.6047 1.5590
C 2.1391 0.9521 -2.0383
H 1.1907 -0.9601 1.1874
P -1.6490 1.0381 -0.7903
O -2.5060 0.0033 -1.3356
C 0.1184 0.0390 -0.6300
H -1.6048 -0.1054 1.1947
H 2.7375 1.5818 -2.6323
H -0.8325 -0.2558 2.6497
H 0.7933 0.6965 1.1480
H -0.0980 -1.2416 -1.4448
```

Summary:
**Kohn-Sham gap**: 0.301 hartree
**Spin multiplicity**: 1
**Lowest unoccupied orbital energy**: -0.0326 Ha
**ΔE to the lowest compared entry with this formula, charge and spin**: 377.8 kJ/mol
**Max |F|**: 0.088 Eh/bohr